Arrangement one

C4H8O2S | the ωB97M-V functional and the def2-TZVPD basis

Positions of all 15 atoms, in Å:
C  0.96362  -1.05410  2.02634
C  1.30232  -0.42158  0.65853
S  -0.28511  0.17738  -0.28797
C  0.26359  0.21232  -2.08393
O  -1.11715  -1.02019  -0.17707
C  -1.90312  1.41760  -0.42351
O  -1.99076  2.42106  0.21726
H  0.67777  -0.44100  2.95406
H  1.86776  -1.52694  2.31038
H  0.24889  -1.90835  1.82398
H  1.83855  0.57839  0.76864
H  -0.64024  -0.09529  -2.61356
H  1.13941  -0.42630  -2.06589
H  0.44320  1.29976  -2.45805
H  -2.80873  0.78723  -0.64921

The calculation puts the HOMO energy (alpha / beta) at -8.208 / -8.203 eV. As for the SMILES: CC=[S@@](C)(=O)C=O.

---

Arrangement two

C4H8O2S | the ωB97M-V functional and the def2-TZVPD basis

Positions of all 15 atoms, in Å:
C  -1.12779  0.48840  0.50490
C  -2.05615  -0.49963  1.18741
C  1.19395  -0.89025  -1.48579
C  1.12785  0.18446  -0.45970
O  -1.20933  1.68462  0.29328
O  0.90921  1.43543  -0.90281
S  1.98338  0.01991  1.07739
H  -1.87799  -1.49215  0.80565
H  -1.81086  -0.34452  2.21532
H  -3.15002  -0.13080  0.96230
H  2.33368  -0.94396  -1.81712
H  0.98031  -1.91869  -1.17926
H  0.67111  -0.68333  -2.43412
H  0.39092  1.90079  -0.27076
H  1.64174  1.18971  1.50331

The calculation puts the HOMO energy (alpha / beta) at -7.124 / -6.815 eV.

---

Arrangement three

C4H8O2S | the ωB97M-V functional and the def2-TZVPD basis

Positions of all 15 atoms, in Å:
C  -1.49309  -0.40764  -0.09526
C  -0.83019  0.89242  -0.50548
O  0.15967  1.26854  0.43759
C  1.48392  1.06371  0.05790
S  1.87372  -0.67599  -0.40618
C  0.52946  -1.55075  0.44125
O  -0.68128  -1.55961  -0.27150
H  -1.78084  -0.30649  0.96731
H  -2.40605  -0.58516  -0.70355
H  -0.40793  0.84882  -1.49905
H  -1.58288  1.68874  -0.48550
H  2.08025  1.36973  0.92889
H  1.76710  1.66742  -0.80728
H  0.85782  -2.57393  0.49722
H  0.43032  -1.13983  1.44364

The calculation puts the HOMO energy at -8.883 eV. As for the SMILES: C1COCSCO1.

---

Of them, arrangement three has the highest stability.

---

Arrangement one

C6H14NO | the ωB97M-V functional and the def2-TZVPD basis

Positions of all 22 atoms, in Å:
N  1.04112  -2.17077  -0.77796
C  2.17454  -1.52726  -0.11615
C  2.57615  -1.39227  2.34184
C  1.81981  -1.11568  1.28556
H  1.22390  -2.19945  -1.77656
H  0.23415  -1.53177  -0.67112
H  2.51712  -0.61237  -0.62104
H  3.02624  -2.21189  -0.08123
H  2.33675  -1.05284  3.33819
H  3.48134  -1.97470  2.21436
H  0.87845  -0.56604  1.34197
C  -1.90446  0.19496  -0.59321
O  -0.61974  -0.01668  -0.24086
C  -2.12305  1.60684  -1.17477
C  -1.86311  2.69476  -0.14862
H  -2.60783  0.06378  0.26691
H  -2.29165  -0.52292  -1.37185
H  -3.13402  1.73783  -1.58414
H  -1.40429  1.69749  -1.98610
H  -1.71245  3.67325  -0.61079
H  -0.96461  2.45049  0.40677
H  -2.68436  2.77524  0.55879

The calculation puts the HOMO energy at -3.021 eV. The net charge is -1.

---

Arrangement two

C6H14NO | the ωB97M-V functional and the def2-TZVPD basis

Positions of all 22 atoms, in Å:
C  0.15770  -0.12712  3.23351
N  -0.72098  -0.11479  2.05350
C  -0.21893  0.80089  1.01087
C  -0.96214  0.62626  -0.30648
C  -0.71031  -0.72720  -0.96685
C  0.62255  -0.80978  -1.69939
C  0.86517  0.32655  -2.72673
O  1.00925  1.55715  -2.19850
H  0.98438  0.56556  3.08824
H  -0.41227  0.20360  4.12084
H  0.49062  -1.13352  3.50071
H  -0.66355  -1.05733  1.68437
H  0.84554  0.64595  0.77865
H  -0.32666  1.79189  1.43933
H  -0.62181  1.43125  -0.96524
H  -2.03397  0.74769  -0.10765
H  -1.50746  -0.83272  -1.71261
H  -0.77390  -1.61474  -0.31695
H  1.41569  -0.70260  -0.93351
H  0.75712  -1.78316  -2.18075
H  1.77929  0.05459  -3.31882
H  0.02468  0.15159  -3.47656

The calculation puts the HOMO energy at -2.300 eV. The net charge is -1. As for the SMILES: CNCCCCC[O-].

---

Of them, arrangement one has the highest stability.

---

Arrangement one

C6H14NO | the ωB97M-V functional and the def2-TZVPD basis

Positions of all 22 atoms, in Å:
C  2.31876  0.23137  -0.72936
N  1.31126  1.03879  -0.01945
C  1.87543  1.84446  1.03160
C  0.20461  0.15399  0.53268
C  -0.96653  0.20374  -0.40752
C  -2.19519  -0.55810  0.17923
C  -2.51431  -1.88958  -0.66178
O  -1.67089  -2.87208  -0.23760
H  3.37502  0.41037  -0.57031
H  2.16556  -0.83785  -0.50925
H  2.20213  0.41312  -1.81797
H  2.93142  2.14132  0.85365
H  1.18872  2.67710  1.23737
H  2.10378  1.38019  1.99154
H  0.00787  0.43812  1.55758
H  0.60551  -0.86355  0.53446
H  -1.19488  1.17113  -0.81899
H  -0.76333  -0.45754  -1.27589
H  -3.14048  0.00463  0.14472
H  -1.99649  -0.90683  1.19751
H  -2.28724  -1.53210  -1.68416
H  -3.56072  -2.19070  -0.52807

The calculation puts the HOMO energy at -2.061 eV. The net charge is -1. As for the SMILES: CN(C)CCCC[O-].

---

Arrangement two

C6H14NO | the ωB97M-V functional and the def2-TZVPD basis

Positions of all 22 atoms, in Å:
C  -0.22316  -0.13500  3.12285
C  -0.69336  0.19459  1.71311
N  0.22565  -0.15822  0.69805
C  0.19019  -1.58553  0.47635
C  -0.09884  0.58836  -0.57300
C  -1.41108  0.19899  -1.26479
C  1.21708  0.35530  -1.70274
O  1.03482  0.86898  -2.88119
H  0.30513  -1.05022  3.37227
H  0.57016  0.66138  3.58283
H  -1.15426  -0.13333  3.73506
H  -1.80813  -0.00837  1.73922
H  -0.80614  1.24665  1.59985
H  0.39628  -2.15485  1.50601
H  -0.83159  -2.03971  0.22579
H  0.87438  -1.85461  -0.33642
H  0.14178  1.59965  -0.46014
H  -2.37344  0.41924  -0.76456
H  -1.21332  0.61157  -2.36936
H  -1.29075  -0.88160  -1.34281
H  1.31592  -0.73499  -1.75219
H  2.13084  0.77470  -1.20306

The calculation puts the HOMO energy at -2.362 eV. The net charge is -1. As for the SMILES: CCN(C)[C@H](C)C[O-].

---

Arrangement three

C6H14NO | the ωB97M-V functional and the def2-TZVPD basis

Positions of all 22 atoms, in Å:
C  2.82241  1.56989  -0.89455
N  3.47707  0.53185  -1.26028
C  -0.97082  0.61644  0.63257
C  -0.33523  -0.68400  0.13583
C  -0.32067  -0.92230  -1.35784
C  0.96899  -1.12153  0.84713
C  -2.51119  0.52409  1.09316
O  -3.05725  -0.63997  0.69720
H  2.69939  1.75980  0.20777
H  2.55438  2.41503  -1.49933
H  1.07210  1.59261  -0.58169
H  -0.36971  1.05166  1.41473
H  -1.00453  1.38259  -0.17269
H  -1.07558  -1.38190  0.58601
H  -1.04634  -0.36097  -1.91814
H  0.66712  -0.66504  -1.79523
H  -0.43951  -2.01654  -1.49018
H  1.22502  -2.16673  0.59328
H  1.68633  -0.44858  0.40122
H  0.86656  -1.12843  1.93892
H  -2.58257  0.58561  2.20378
H  -2.99348  1.43660  0.69529

The calculation puts the HOMO energy at -2.883 eV. The net charge is -1.

---

Arrangement four

C6H14NO | the ωB97M-V functional and the def2-TZVPD basis

Positions of all 22 atoms, in Å:
C  0.74717  1.87872  0.73822
O  1.71927  1.15019  1.90302
C  -0.17514  1.26198  -0.48716
C  -1.19320  0.26005  0.09541
C  -0.65768  -0.95612  0.88205
C  0.43266  -1.70724  0.17325
C  0.11438  -2.18550  -1.23854
N  -0.82858  2.23863  -1.20572
H  0.09898  1.61468  1.55812
H  0.67331  2.98881  0.79323
H  0.55369  0.64985  -1.05322
H  -1.80008  0.84561  0.80574
H  -1.88965  -0.01317  -0.69673
H  -1.49687  -1.60220  1.14530
H  -0.19908  -0.54389  1.78084
H  0.76012  -2.54998  0.78732
H  1.29660  -1.04268  0.13378
H  0.90586  -2.86792  -1.57018
H  -0.84703  -2.69568  -1.35499
H  0.14823  -1.35861  -1.95527
H  -0.11730  2.85471  -1.61006
H  1.75435  1.77975  0.37560

The calculation puts the HOMO energy at -2.509 eV. The net charge is -1.

---

Of them, arrangement one has the highest stability.

---

Arrangement one

C6H14NO | the ωB97M-V functional and the def2-TZVPD basis

Positions of all 22 atoms, in Å:
C  2.70371  0.22724  1.16509
C  1.24354  -0.49593  0.76889
N  0.20123  0.25663  0.06865
C  0.68792  0.81546  -1.12855
C  -1.15092  -0.14051  0.15507
C  -1.39652  -1.35323  -0.75867
C  -2.45181  0.86865  -0.00570
O  -3.28941  0.31357  0.93264
H  3.40059  0.41580  0.31645
H  2.45381  1.25976  1.61527
H  3.30196  -0.37519  1.98280
H  1.70564  -1.41249  0.11456
H  0.83353  -0.76464  1.81211
H  1.19384  1.75319  -0.80382
H  1.31653  0.11289  -1.60257
H  -0.02371  1.22454  -1.89844
H  -1.37721  -0.41370  1.29363
H  -0.73497  -2.28754  -0.47732
H  -2.43855  -1.62777  -0.74928
H  -1.23460  -0.97863  -1.81875
H  -2.64379  0.66510  -1.08059
H  -2.30081  1.93678  0.09854

The calculation puts the HOMO energy at -2.136 eV. The net charge is -1. As for the SMILES: CCN(C)[C@H](C)C[O-].

---

Arrangement two

C6H14NO | the ωB97M-V functional and the def2-TZVPD basis

Positions of all 22 atoms, in Å:
C  -1.91110  -2.19535  -0.07410
C  -1.85262  -0.79910  -0.69559
C  -1.77898  0.34096  0.37525
C  -0.31917  0.46426  0.87057
N  0.58991  0.84609  -0.22526
C  1.94724  1.17116  0.38530
C  3.15424  0.98718  -0.65736
O  4.08179  0.15009  -0.24289
H  -2.43722  -2.84525  -0.77760
H  -0.94519  -2.50750  0.29012
H  -2.65640  -2.15797  0.73453
H  -0.99333  -0.74448  -1.37361
H  -2.66811  -0.58047  -1.38318
H  -2.58969  0.16129  1.07907
H  -2.12325  1.28305  -0.07061
H  0.05857  -0.23496  1.61338
H  -0.40915  1.43808  1.39328
H  0.85122  -0.00288  -0.72933
H  1.78123  2.21450  0.69617
H  2.09208  0.50434  1.24380
H  2.50681  0.54155  -1.53802
H  3.62113  1.96540  -0.91393

The calculation puts the HOMO energy at -2.234 eV. The net charge is -1. As for the SMILES: CCCCNCC[O-].

---

Of them, arrangement two has the highest stability.

---

Arrangement one

C9H10O3 | the ωB97M-V functional and the def2-TZVPD basis

Positions of all 22 atoms, in Å:
C  0.40179  -1.11365  3.10722
C  -0.45809  -0.07446  2.79456
C  1.20155  -1.75567  2.19713
C  -0.53216  0.37351  1.53311
C  1.28983  -1.23092  0.86787
C  0.36849  -0.19511  0.56368
C  0.31309  0.30756  -0.79619
C  -0.62390  0.17074  -1.90015
C  -0.92008  1.31484  -2.81804
O  0.68432  -0.41302  -1.88840
O  1.38368  2.35984  -0.85470
O  -1.69338  -0.72497  -1.86716
H  0.56588  -1.46866  4.16197
H  -1.07860  0.35701  3.60714
H  1.90432  -2.52016  2.42389
H  -1.25689  1.03591  1.00149
H  1.83068  -1.80775  0.12473
H  -0.63586  2.18752  -2.23044
H  -2.03078  1.16986  -3.01389
H  -0.49140  1.19539  -3.83227
H  1.25080  2.35886  -1.82628
H  -1.47329  -1.52669  -1.35527

The calculation puts the HOMO energy (alpha / beta) at -8.688 / -9.505 eV.

---

Arrangement two

C9H10O3 | the ωB97M-V functional and the def2-TZVPD basis

Positions of all 22 atoms, in Å:
C  -2.44366  0.65845  0.65372
C  -0.33516  0.22809  -0.26041
C  -0.04002  -1.11709  -0.21278
C  -1.11639  -2.21980  -0.40863
C  1.37776  -1.39862  -0.08649
C  2.27980  -0.32524  -0.03692
C  1.85729  0.88068  -0.00073
C  0.49952  1.30197  -0.27551
C  0.28903  2.68882  -0.34212
H  -1.73436  0.30341  1.79856
H  -3.59413  -0.15295  0.80870
H  -2.96477  1.60672  0.47345
H  -1.38344  -2.47004  0.34204
H  -0.76186  -3.28215  -0.71883
H  -1.84556  -2.34872  -1.11659
H  1.41936  -2.45247  0.02563
H  3.99744  0.19634  0.25856
H  2.73574  1.62497  -0.08137
H  -1.05002  2.87517  -0.21294
O  -1.79155  0.50820  -0.51844
O  3.67812  -0.72824  0.14135
O  0.92686  3.62252  -0.23026

The calculation puts the HOMO energy at -9.551 eV.

---

Of them, arrangement one has the highest stability.

---

Arrangement one

C7H8O2 | the ωB97M-V functional and the def2-TZVPD basis

Positions of all 17 atoms, in Å:
C  2.65988  0.56346  0.39378
C  1.95071  -0.60429  -0.26802
O  2.46498  -1.70195  -0.37537
C  0.59614  -0.29051  -0.68197
C  -0.36544  0.81552  -0.31438
C  -1.43736  0.06806  -0.03747
C  -2.86062  0.30952  0.29098
C  -0.71993  -1.25278  -0.29204
O  -0.16342  -1.27327  -1.50588
H  3.73518  0.41329  0.33509
H  2.42961  1.51352  -0.08466
H  2.35117  0.61655  1.43688
H  -0.19746  1.87738  -0.32200
H  -3.50617  -0.03717  -0.51904
H  -3.03957  1.37158  0.44554
H  -3.14806  -0.22990  1.19567
H  -0.74964  -2.15901  0.30290

The calculation puts the HOMO energy at -8.448 eV. As for the SMILES: CC(=O)[C@]12C=C(C)[C@H]1O2.

---

Arrangement two

C7H8O2 | the ωB97M-V functional and the def2-TZVPD basis

Positions of all 17 atoms, in Å:
C  0.31320  2.70069  -0.27372
C  0.13887  1.28484  0.07218
C  -0.92043  0.45260  0.35664
C  -1.56548  -0.66902  0.72628
C  -1.68536  -2.25038  0.10936
O  -2.52765  -3.06468  0.17682
O  -0.42457  -2.31431  -0.44281
C  0.71724  -1.44616  -0.04722
C  1.07520  0.08521  -0.40572
H  0.16603  2.86411  -1.34394
H  1.32219  3.02292  -0.01889
H  -0.40867  3.31251  0.26325
H  -1.74696  -0.77747  1.79384
H  1.53054  -2.00871  -0.51512
H  0.79797  -1.54362  1.03929
H  2.08526  0.19258  0.00344
H  1.13263  0.15890  -1.49369

The calculation puts the HOMO energy at -8.601 eV. As for the SMILES: CC1=C=CC(=O)OCC1.

---

Arrangement three

C7H8O2 | the ωB97M-V functional and the def2-TZVPD basis

Positions of all 17 atoms, in Å:
C  0.16992  0.80898  0.78723
C  1.06758  0.21148  0.00024
C  -0.67299  -0.11563  -1.73204
C  0.07477  -0.77584  -0.61490
C  -0.97705  -0.04451  0.24356
C  2.48927  0.52151  -0.16762
C  -2.09276  -0.62647  1.13727
O  -0.51585  -0.10084  -2.92140
O  -1.50184  0.58077  -0.99390
H  0.08299  1.44994  1.65477
H  0.23676  -1.81956  -0.56566
H  3.20165  -0.24053  0.18791
H  2.59121  1.45144  0.39438
H  2.57583  0.83826  -1.20348
H  -1.76213  -0.40978  2.12700
H  -2.08900  -1.65389  0.84289
H  -2.87835  -0.07534  0.82377

The calculation puts the HOMO energy at -9.359 eV.

---

Of them, arrangement three has the highest stability.